Computed, not measured: a cluster of 2 separate species, C3H8OS in total in a non-equilibrium geometry, with the ωB97M-V functional and the def2-TZVPD basis.

multiplicity = 1
total charge = 0
lowest unoccupied orbital energy = -0.9 eV
HOMO energy = -9.1 eV
Kohn-Sham gap = 8.18 eV

XYZ file:
```
13
Properties=species:S:1:pos:R:3:forces:R:3
C -1.437722 -0.771995 -0.773617 -0.8801 -3.4563 1.2428
C -0.979750 -0.006856 0.496834 -0.5677 -1.5292 0.5103
C 0.411994 -0.714430 0.911960 -0.6484 -0.5726 -0.1164
H -1.969559 -1.817459 -0.408758 1.4654 2.3860 -0.7586
H -0.802009 -1.085870 -1.657372 -0.4888 1.1862 1.1935
H -2.271681 -0.166489 -0.911296 -1.6903 0.8032 -1.9276
H -1.926177 -0.300190 1.178353 2.6454 1.3913 -0.7215
H -0.543353 1.459022 -0.583462 1.2023 0.2577 -3.8240
H 0.840561 -0.776892 2.078046 -1.4107 0.3256 -3.3406
H 0.108968 -1.736836 0.376328 1.4995 1.6228 2.0790
H 0.756376 1.806854 -0.700240 2.5692 -3.2680 0.9454
O -0.940587 1.406740 0.221293 -2.9340 -1.5751 4.8560
S 1.585277 0.020227 -0.309563 -0.7617 2.4283 -0.1384
```
Forces are in eV/Å.

The Löwdin scheme yields these atomic charges, measured in e: -0.145 -0.503 -0.530 0.133 0.090 0.039 0.180 -0.094 0.126 0.081 0.168 -0.121 0.577

---

Computed, not measured: a cluster of 2 separate species, C3H8OS2 in total in a non-equilibrium geometry, with the ωB97M-V functional and the def2-TZVPD basis.

multiplicity = 2
<S²> = 0.75
total charge = -1
lowest unoccupied orbital energy (alpha / beta) = 3.1 / 3.0 eV
HOMO energy (alpha / beta) = 0.8 / -3.2 eV
Kohn-Sham gap (alpha / beta) = 2.37 / 6.24 eV

XYZ file:
```
14
Properties=species:S:1:pos:R:3:forces:R:3
C 1.766591 1.195822 2.430073 -0.9586 0.9984 0.8005
S 0.123059 1.579387 1.785734 0.5693 -1.2245 0.3771
S 0.617179 1.511167 -0.149394 -0.1597 1.0433 -2.4690
H 1.469885 1.485554 3.384001 0.1435 0.0785 2.6705
H 2.168335 0.199931 2.525232 -0.1856 -0.3972 -0.8189
H 2.457179 1.980619 2.216595 0.7737 0.1457 -0.9355
H 1.385176 0.431361 -0.341261 -0.3885 -0.6933 0.2549
O 0.332526 -0.990666 -2.344931 -0.1705 -0.3266 1.1027
C -0.959560 -0.983379 -2.313821 0.3718 0.7490 -3.9890
C -1.839593 -1.452275 -1.243261 -0.6510 2.1152 0.1649
H -1.414611 -0.582089 -3.311795 -0.0470 -0.5608 1.5192
H -1.553520 -2.338717 -0.756985 0.0519 -2.0258 0.2803
H -1.623179 -0.743242 -0.460305 -0.1006 0.7395 1.2447
H -2.929466 -1.293472 -1.419881 0.7513 -0.6415 -0.2025
```
Forces are in eV/Å.

The Löwdin scheme yields these atomic charges, measured in e: -0.523 0.297 0.250 -0.043 0.041 0.019 -0.170 -0.290 -0.552 -0.197 0.057 0.026 0.016 0.068

---

Computed, not measured: a cluster of 2 separate species, C3H8OS2 in total in a non-equilibrium geometry, with the ωB97M-V functional and the def2-TZVPD basis.

multiplicity = 2
<S²> = 0.75
total charge = -1
lowest unoccupied orbital energy (alpha / beta) = 3.3 / 3.3 eV
HOMO energy (alpha / beta) = 0.2 / -3.8 eV
Kohn-Sham gap (alpha / beta) = 3.11 / 7.09 eV

XYZ file:
```
14
Properties=species:S:1:pos:R:3:forces:R:3
C -2.038954 0.130794 -0.823093 -0.6813 0.3656 0.6529
S -1.135846 1.713576 -0.377605 -1.1158 -0.2849 -2.9092
S -0.764784 1.229530 1.670767 -1.2918 -0.8859 3.1690
H -3.178997 0.225959 -0.764481 1.5400 0.1232 -0.0534
H -1.751224 -0.061481 -1.848385 -0.1367 -0.3805 -0.1718
H -1.752211 -0.711334 -0.140585 0.0248 0.7944 -0.5822
H -2.148285 1.120268 1.984554 1.7584 0.2209 -0.1310
O 1.772085 -3.152912 -0.930732 1.9079 2.4504 2.9689
C 2.416622 -2.268725 -0.266776 -1.5035 -3.7531 -3.6865
C 2.180256 -0.864930 -0.629194 -0.7579 0.1657 -0.2665
H 3.357178 -2.608658 0.193333 -0.2706 0.1804 0.7040
H 2.638111 -0.100977 0.022927 -0.2119 -0.3795 -0.4963
H 2.660061 -0.966529 -1.651639 -0.5572 1.0630 0.8834
H 1.061216 -0.746486 -0.726104 1.2956 0.3203 -0.0815
```
Forces are in eV/Å.

The Löwdin scheme yields these atomic charges, measured in e: -0.559 -0.013 -0.194 0.028 -0.024 0.006 -0.214 -0.061 -0.287 -0.069 0.106 0.082 0.110 0.089

---

Looking at ΔE to the lowest compared entry with this formula, charge and spin for the records above, in order, we have 116.2, 47.8, 26.2 kcal per mole.
Looking at M for the records above, in order, we have 92.16, 124.23, 124.23 g mol⁻¹.